Run i
DFT (ωB97M-V/def2-TZVPD) results for the molecule C4H12N2O.

Last column: Mulliken charge in e.
Atoms and positions in Å:
C (-0.3999, 2.4993, 0.8779)  -0.9952
N (-0.8715, 1.4010, 0.0328)  -0.2601
C (0.1408, 0.5515, -0.5472)  -0.7177
C (0.2161, -0.8264, 0.1624)  0.3460
N (1.4391, -0.9049, 1.0218)  -0.6995
C (0.0587, -2.0122, -0.7681)  -0.7997
O (-1.2864, -2.1400, -1.2630)  -0.5029
H (0.4862, 2.1261, 1.3855)  0.3134
H (-1.1297, 2.6642, 1.6650)  0.3304
H (-0.1502, 3.4056, 0.3270)  0.2852
H (-1.7835, 1.5696, -0.3452)  0.2306
H (-0.0669, 0.4022, -1.6133)  0.3031
H (1.1387, 0.9785, -0.5084)  0.4959
H (-0.6488, -0.9141, 0.8269)  0.1628
H (2.1608, -0.3920, 0.5232)  0.2727
H (1.7280, -1.8785, 0.9283)  0.2670
H (0.5556, -1.8204, -1.6894)  0.3388
H (0.3469, -2.9720, -0.3423)  0.3250
H (-1.9342, -1.7375, -0.6741)  0.3042

Results
LUMO energy (eV): 1.07
Gap between HOMO and LUMO (eV): 9.486

Run ii
DFT (ωB97M-V/def2-TZVPD) results for the molecule C4H12N2O.

Last column: Mulliken charge in e.
Atoms and positions in Å:
C (1.1229, 1.6787, 1.3371)  -1.0336
N (1.1610, 0.9810, 0.0418)  -0.3519
C (0.2075, -0.2011, -0.0332)  0.1204
C (-1.2724, 0.2046, 0.0550)  -0.8044
N (-2.2811, -0.7829, -0.3535)  -0.5991
C (0.4128, -1.1008, -1.2797)  -0.5808
O (0.2904, -2.4237, -0.9147)  -0.4909
H (2.1950, 1.9761, 1.7969)  0.2593
H (0.5238, 1.2698, 2.1351)  0.3323
H (0.8167, 2.6538, 1.2044)  0.3954
H (1.4039, 1.5099, -0.7919)  0.2413
H (0.5799, -0.7995, 0.8121)  0.1858
H (-1.3449, 1.1133, -0.4768)  0.4071
H (-1.5765, 0.3498, 1.1663)  0.3027
H (-2.1334, -1.5956, 0.1920)  0.2726
H (-2.0772, -0.8235, -1.3339)  0.3061
H (1.5613, -0.7564, -1.5805)  0.2191
H (-0.1305, -0.7612, -2.1470)  0.4122
H (0.5408, -2.4922, 0.1707)  0.4064

Results
LUMO energy (eV): 0.77
Gap between HOMO and LUMO (eV): 9.105

Run iii
DFT (ωB97M-V/def2-TZVPD) results for a structure of composition C4H12N2O.

Last column: Mulliken charge in e.
Atoms and positions in Å:
C (1.0912, 0.1027, 0.8256)  -0.6730
C (2.1842, 0.4846, -0.1424)  -1.1788
C (-0.6444, -0.6118, -0.0940)  0.3038
N (-0.3740, -1.1911, -1.2920)  -0.4245
C (-1.4700, -1.0338, 0.8915)  -1.2170
H (-0.0959, -0.5975, -2.0579)  0.2664
H (0.0361, -2.1134, -1.2899)  0.2226
H (0.8655, 0.8453, 1.5917)  0.3488
H (1.2069, -0.8790, 1.2699)  0.4499
H (-2.2495, -1.7397, 0.6418)  0.3272
H (-1.3186, -0.7648, 1.9248)  0.3600
H (2.0156, 1.4779, -0.5579)  0.3410
H (2.2426, -0.2318, -0.9670)  0.2857
H (3.1562, 0.4772, 0.3587)  0.3748
N (-0.9667, 1.4374, -0.6721)  -0.6628
O (-1.9030, 1.7587, 0.3295)  -0.3438
H (-2.2781, 0.8917, 0.6426)  0.3610
H (-1.5273, 1.2150, -1.5038)  0.2450
H (0.0294, 0.4722, 0.1009)  0.6136

Results
LUMO energy (eV): 0.70
Gap between HOMO and LUMO (eV): 8.114

According to the calculations, the structures order from most to least stable as run i, run ii, run iii.